A structure of composition C3H6N2O. Source: the Open Molecules 2025 dataset; level of theory: ωB97M-V/def2-TZVPD.

DFT total energy ... -8232.6578 eV
Charge ... 0
ΔE to the lowest compared entry with this formula, charge and spin ... 4.0409 eV
Frontier orbital gap ... 10.03 eV

Each line ends with the Mulliken charge.
CARTESIAN COORDINATES (ANGSTROEM)
C: 0.88 -0.25 -1.65  -0.831
N: 1.46 -0.17 -0.31  -0.289
C: 0.70 0.05 0.77  -0.309
N: -0.65 0.26 0.64  -0.071
C: -1.46 0.45 1.75  0.102
O: -2.64 0.65 1.68  -0.521
H: 1.64 -0.61 -2.35  0.263
H: 0.01 -0.92 -1.70  0.307
H: 0.56 0.75 -1.97  0.339
H: 1.51 -0.92 0.71  0.424
H: -1.12 0.33 -0.26  0.245
H: -0.89 0.39 2.69  0.341